1.
{"formula": "C3H4IO3", "method": "ωB97M-V/def2-TZVPD", "elements": ["C", "C", "O", "I", "C", "O", "O", "H", "H", "H", "H"], "positions_angstrom": [[-0.6266, 1.0819, 0.4718], [0.2016, 0.1016, -0.2661], [-0.0116, 0.0599, -1.6234], [2.2648, 0.8869, 0.1423], [0.1821, -1.3563, 0.3258], [-0.0471, -2.1764, -0.6063], [0.2985, -1.5710, 1.5472], [-0.4719, 1.9163, -0.0180], [-1.6720, 0.7332, 0.4147], [-0.1913, 1.2612, 1.4742], [0.0737, -0.9373, -1.8622]], "atomic_forces_ev_per_a": [[-0.637, -3.281, 2.322], [0.795, -1.493, -0.310], [0.006, -0.537, 0.184], [0.683, 0.002, -0.144], [-0.322, -0.772, 0.093], [0.285, -0.218, 0.116], [-0.045, 0.700, -0.944], [0.031, 4.643, -2.490], [0.283, 0.339, 0.408], [-0.848, -0.617, -0.340], [-0.230, 1.235, 1.103]], "mulliken_charge": [-1.4534, 0.4500, -0.6321, -0.1737, 0.7245, -0.7821, -0.7022, 0.5253, 0.3404, 0.2990, 0.4043], "gap_ev": 7.956, "lumo_energy_ev": 3.1, "de_lowest_ev": 0.000, "smiles": "C[C@@](O)(I)C(=O)[O-]", "energy_ha": -640.20503, "total_charge": -1, "homo_energy_ev": -4.893}

***

2.
{"formula": "C4H14ClNSi2", "method": "ωB97M-V/def2-TZVPD", "elements": ["C", "N", "Si", "C", "C", "H", "H", "H", "H", "H", "H", "H", "H", "H", "C", "Si", "Cl", "H", "H", "H", "H", "H"], "positions_angstrom": [[0.6053, 2.5382, 1.0771], [0.2642, 1.1092, 0.7984], [1.1254, -0.2000, 0.8546], [0.2641, -1.7989, 0.1608], [2.7310, -0.7611, 1.7225], [1.6246, 2.5041, 1.4698], [0.6495, 3.0653, 0.0756], [-0.2007, 3.0184, 1.7471], [-0.7947, -1.7263, 0.1107], [0.6766, -1.9626, -0.8834], [0.4715, -2.7088, 0.6695], [2.8587, -0.0875, 2.5787], [2.7518, -1.7830, 1.9215], [3.6381, -0.5152, 1.0807], [-4.2327, 0.4007, -2.1213], [-3.3273, 1.0146, -0.5500], [-2.9099, -0.6023, 0.4752], [-3.7162, -0.2132, -2.7968], [-5.1465, -0.0677, -1.9286], [-4.3669, 1.3836, -2.7256], [-1.9589, 1.4891, -0.6933], [-3.9917, 1.7830, 0.4821]], "atomic_forces_ev_per_a": [[-0.831, -1.047, -0.844], [-0.079, 2.083, 0.042], [-0.493, -3.243, 0.033], [1.662, 1.188, -1.308], [0.876, 3.408, -1.626], [-0.240, 1.009, 0.504], [-0.227, -0.275, 1.213], [1.522, -0.653, -0.931], [-0.670, 0.389, -0.243], [-0.549, 0.234, 0.943], [0.550, -0.665, 0.792], [-0.004, -0.560, 0.222], [-0.145, -1.608, 0.621], [-1.047, -0.372, 0.534], [0.802, 4.176, -0.026], [0.071, -0.011, -1.446], [0.123, -2.612, 1.680], [1.312, -0.973, -0.496], [-1.613, -0.385, 0.459], [-0.360, -1.507, 0.783], [0.083, 0.708, -0.680], [-0.743, 0.715, -0.228]], "mulliken_charge": [-0.8080, -0.1165, 0.3353, -0.7776, -1.0202, 0.3328, 0.2391, 0.2260, 0.0500, 0.2838, 0.3529, 0.2924, 0.3352, 0.3123, -0.9605, 0.5777, -0.2615, 0.3317, 0.3093, 0.2331, -0.1299, -0.1374], "gap_ev": 9.157, "lumo_energy_ev": 0.6, "de_lowest_ev": 2.717, "smiles": "CN=[Si](C)C.C[SiH2]Cl", "energy_ha": -1254.70352, "total_charge": 0, "homo_energy_ev": -8.578}